The following is a quantum chemistry calculation of C25H37GeN2O7Re as an isolated structure at a distorted geometry, from the Open Molecules 2025 dataset.

Element x y z (Å)
1 H 4.395 1.597 -2.144
2 C 0.256 2.203 -1.840
3 H -1.066 -3.881 2.475
4 C 1.684 -3.118 2.212
5 H 0.366 4.235 2.639
6 Ge 2.172 0.121 1.929
7 H -2.000 3.371 2.757
8 H -5.669 -3.004 -0.170
9 O -0.217 1.896 -0.614
10 H -0.671 -2.311 3.184
11 C -0.810 -2.849 2.244
12 C -1.711 2.418 2.318
13 C -0.398 -1.093 -2.955
14 H -0.592 -3.596 -0.324
15 H 2.661 -1.088 -1.902
16 H 1.759 -2.470 3.088
17 O 2.177 0.528 0.187
18 C -0.942 -2.463 -2.796
19 O 0.584 3.290 -2.197
20 H 3.543 -1.703 -0.486
21 H 1.184 -3.613 -0.472
22 H 0.360 -4.777 0.575
23 H -0.191 -3.221 -3.021
24 H -1.296 -2.604 -1.783
25 C -3.879 -1.875 -0.034
26 Re -0.191 0.089 0.130
27 H -1.775 -2.613 -3.485
28 C -5.483 0.417 -0.539
29 H -2.302 1.630 2.791
30 H 1.668 3.155 2.149
31 H -1.933 2.456 1.250
32 H 4.633 -0.096 1.132
33 C -6.016 -0.888 -0.496
34 H 2.679 1.353 -2.430
35 H 0.930 3.132 -4.131
36 O 1.012 2.805 -5.050
37 C 3.420 1.553 -1.658
38 C 0.443 -2.813 1.395
39 C -1.976 -0.332 0.054
40 H -3.248 -2.729 0.182
41 N -0.104 -0.539 -4.134
42 C 3.449 0.458 -0.618
43 C -3.304 -0.555 -0.101
44 H 5.551 0.645 -0.162
45 C 3.521 -0.919 -1.248
46 C -5.215 -2.024 -0.227
47 H -7.077 -1.026 -0.674
48 O 0.630 -1.423 0.856
49 C 0.224 0.995 -2.654
50 H -0.168 -0.973 -5.053
51 C 4.595 0.684 0.358
52 N -0.176 -0.170 -2.003
53 H 1.144 1.826 4.182
54 H 3.221 2.526 -1.206
55 H 2.588 -3.024 1.603
56 H -6.130 1.264 -0.723
57 H 0.390 3.591 0.991
58 C 0.652 1.548 -5.211
59 H 4.427 -1.008 -1.847
60 H -3.703 1.586 -0.368
61 C 0.273 0.768 -3.982
62 C 0.071 1.927 4.009
63 H 4.513 1.663 0.838
64 H -1.655 -2.398 1.713
65 C 0.600 3.359 2.035
66 O 0.172 0.947 1.805
67 O 0.615 0.962 -6.251
68 C -0.231 2.202 2.547
69 C -4.150 0.598 -0.342
70 H -0.431 1.024 4.358
71 H -0.279 2.767 4.606
72 H 1.635 -4.144 2.574
73 C 0.343 -3.751 0.210

Results
largest force on an atom = 1.7 eV/A
highest occupied orbital energy (spin up / spin down) = -18.43 / -18.43 eV
Kohn-Sham gap (spin up / spin down) = 6.73 / 5.29 eV
⟨S²⟩ = 0.822
multiplicity = 2
energy relative to the best compared isomer or geometry (same formula, charge and spin) = 113.1 kJ/mol
charge = +3